DFT (ωB97M-V/def2-TZVPD) results for a cluster of 20 separate species, C49H136NO20 in total in a non-equilibrium geometry.

```
206
Properties=species:S:1:pos:R:3:forces:R:3
C -1.8070 -1.9174 -1.0675 -0.4 0.1 0.8
C -1.1756 -1.0729 0.0656 1.4 0.4 0.6
C -0.0269 -1.8613 0.7628 1.0 -0.1 -1.2
C 1.3314 -1.9155 -0.0329 -1.6 1.1 0.9
C 1.7816 -0.4747 -0.3742 -0.6 -1.0 -0.7
C 0.6648 0.3512 -1.1326 -0.4 -1.5 0.4
N -0.6395 0.2684 -0.3661 -0.1 1.6 0.2
O -1.6761 1.2579 -0.8654 1.6 -2.2 0.4
C 0.5712 -0.1565 -2.5948 0.3 0.3 -0.2
C 1.2139 1.7608 -1.2719 -0.6 1.5 0.4
C -2.2381 -0.8572 1.1958 0.2 0.9 -1.4
H -2.5213 -1.2834 -1.5928 0.2 0.1 -0.2
H -2.3721 -2.7103 -0.5777 -0.2 -0.3 -0.1
H -1.1132 -2.4015 -1.7548 0.1 0.3 0.0
H -0.2837 -2.9037 0.9513 -0.6 -0.2 -0.2
H 0.2191 -1.4924 1.7586 -0.2 0.6 0.0
H 1.1942 -2.5082 -0.9373 0.2 -0.2 0.0
H 1.9789 -2.3922 0.7031 0.6 -0.2 -0.5
H 2.6129 -0.5666 -1.0732 0.3 0.2 -0.1
H 2.1847 -0.0249 0.5331 -0.4 0.5 0.0
H 1.5323 -0.0302 -3.0933 0.4 0.1 0.0
H -0.0973 0.5414 -3.0989 -0.4 -0.4 -0.1
H 0.3141 -1.2011 -2.7702 -0.4 0.1 0.3
H 0.6748 2.4414 -1.9310 -0.8 -0.4 0.0
H 2.2019 1.8594 -1.7216 0.5 -0.8 0.4
H 1.1960 2.2865 -0.3172 0.2 -0.1 0.2
H -3.0029 -0.3101 0.6446 -0.6 -0.1 0.5
H -1.8790 -0.1957 1.9842 0.3 0.0 -0.2
H -2.5863 -1.7775 1.6648 -0.1 -0.2 -0.3
C 8.4954 -0.4912 -4.6201 -0.1 -1.1 1.4
C 8.3834 0.9587 -4.8044 -0.9 1.9 -0.3
O 8.7113 1.1974 -6.1442 0.9 0.5 -1.3
H 8.0636 -1.0881 -5.4234 0.4 0.3 -0.2
H 8.0115 -0.8661 -3.7182 -0.1 0.3 0.2
H 9.5650 -0.6115 -4.4482 0.0 -0.9 -0.5
H 9.0557 1.5107 -4.1476 0.3 -0.2 0.3
H 7.4383 1.4938 -4.7126 -0.7 -0.8 0.8
H 8.6032 2.1417 -6.2786 0.1 0.0 -0.3
C -3.2599 -3.4392 -7.5769 -1.0 -0.3 -0.2
C -4.6342 -4.0292 -7.9032 -0.1 0.8 -0.4
O -5.1835 -3.3043 -9.0139 0.3 0.2 -0.2
H -3.4020 -2.4522 -7.1367 0.2 -0.1 0.1
H -2.6901 -3.3374 -8.5005 0.2 -0.2 0.2
H -2.8168 -4.1354 -6.8648 0.5 0.3 0.0
H -5.3030 -3.8488 -7.0616 0.0 -0.4 0.2
H -4.5581 -5.0959 -8.1143 -0.1 -0.1 0.0
H -5.7562 -3.8319 -9.5754 0.0 -0.2 0.3
C 7.0026 7.9243 -2.3401 -0.1 0.4 -1.1
C 5.9206 8.6490 -3.0917 -1.3 -0.1 -0.6
O 6.4982 9.5046 -4.0565 0.8 0.6 -0.2
H 7.5074 8.7373 -1.8183 0.3 -0.6 0.6
H 7.6692 7.5178 -3.1007 0.2 -0.1 0.1
H 6.6222 7.0878 -1.7539 0.1 0.4 0.3
H 5.2909 9.2426 -2.4289 0.0 0.0 0.4
H 5.2407 8.0236 -3.6702 -0.1 -0.7 0.4
H 5.7852 9.9205 -4.5466 0.0 0.0 0.0
C -9.8943 1.4625 8.0373 -1.0 -1.0 0.1
C -8.7958 0.4229 7.8295 0.3 1.4 0.3
O -8.3503 0.4972 6.4845 0.0 -0.8 0.0
H -10.2377 1.4710 9.0718 0.4 0.4 0.3
H -10.8061 1.1786 7.5118 0.1 -0.1 -0.4
H -9.6371 2.4507 7.6561 0.3 0.0 0.3
H -9.0399 -0.5922 8.1429 -0.5 -0.1 -0.7
H -7.9877 0.6689 8.5184 0.4 0.2 0.0
H -7.8122 1.2868 6.3923 0.0 0.0 0.0
C -1.8077 -0.3832 9.1791 -0.4 0.1 -0.1
C -2.2880 -1.8081 9.1881 0.1 -0.4 -0.2
O -1.6420 -2.4583 10.2682 0.0 -0.4 0.3
H -0.7193 -0.4228 9.1340 0.0 0.3 -0.1
H -2.1023 0.1651 10.0739 0.0 -0.2 0.1
H -2.2315 0.1588 8.3337 0.2 0.0 -0.1
H -2.0067 -2.3210 8.2684 0.2 0.2 -0.4
H -3.3609 -1.9866 9.2596 -0.3 0.6 0.2
H -1.9295 -3.3715 10.1978 0.2 -0.2 0.4
C 2.9659 3.3337 -10.8323 0.9 0.7 -0.4
C 2.0149 2.2270 -11.0918 0.4 -0.2 1.7
O 0.9195 2.7121 -11.7558 -1.5 0.6 -1.1
H 3.7042 2.9396 -10.1340 0.6 0.1 -0.5
H 2.5889 4.2271 -10.3345 -0.7 -0.2 0.0
H 3.3394 3.6658 -11.8010 0.7 0.1 0.2
H 1.7779 1.9151 -10.0746 -0.5 -0.8 0.0
H 2.5162 1.4238 -11.6318 0.1 -0.2 0.0
H 0.2284 2.0484 -11.8152 0.0 -0.1 0.0
C -1.5553 5.5964 -7.3803 0.2 0.8 0.4
C -2.2564 6.3463 -6.2034 0.2 -1.5 -1.0
O -3.2710 5.4965 -5.6349 0.3 0.8 -0.2
H -2.2621 5.3607 -8.1759 -0.1 -0.2 0.2
H -0.9968 4.7077 -7.0866 -0.4 -0.2 0.3
H -0.7954 6.2366 -7.8285 0.0 0.3 -0.1
H -2.7208 7.2364 -6.6277 -0.2 0.0 0.3
H -1.5291 6.6353 -5.4447 0.0 0.1 0.0
H -2.8635 5.0137 -4.9121 -0.1 -0.1 0.1
C 1.3510 4.2759 6.0074 0.4 0.6 0.0
C 1.1093 3.4516 4.7615 -1.4 0.0 -0.3
O -0.0813 3.9573 4.1616 -0.6 0.7 0.0
H 1.4330 5.3317 5.7493 0.4 0.0 -0.3
H 2.2566 3.9714 6.5322 0.0 0.0 0.0
H 0.5375 4.3086 6.7320 -0.2 -0.7 -0.2
H 0.8587 2.4158 4.9905 0.8 -0.3 0.2
H 1.8684 3.5379 3.9840 0.6 -0.2 0.5
H -0.1998 3.5852 3.2846 0.1 -0.2 -0.1
O -4.9634 4.2303 5.6505 -0.3 0.0 0.0
H -4.6785 4.5853 6.4925 0.1 0.1 0.2
H -4.1504 4.0489 5.1791 0.3 -0.1 -0.2
O -7.3022 1.2469 -2.7137 -0.3 0.1 0.1
H -6.3734 1.2030 -2.4864 0.3 0.0 0.1
H -7.3608 0.8186 -3.5677 0.0 -0.1 -0.2
O -6.6757 4.1338 1.3373 -0.2 0.1 -0.1
H -5.9318 3.6870 0.9334 0.2 -0.2 -0.2
H -6.3983 4.2948 2.2391 0.1 0.0 0.3
C 12.4844 0.7855 0.7057 -0.1 0.2 -0.4
C 11.7226 1.0992 1.9617 0.7 -0.5 0.6
C 10.2690 0.7231 2.0346 -0.7 1.1 -0.2
O 12.3836 0.3867 3.0146 0.4 0.0 0.2
H 13.5493 0.9273 0.8903 0.0 0.0 0.0
H 12.1795 1.5219 -0.0378 0.0 -0.2 -0.3
H 12.3293 -0.2245 0.3262 -0.1 0.0 0.1
H 11.8846 2.1613 2.1456 -0.4 0.3 0.1
H 9.9309 0.9090 3.0540 0.0 -0.6 0.3
H 10.0514 -0.2857 1.6838 0.1 0.0 0.2
H 9.6372 1.4462 1.5187 0.0 -0.1 -0.7
H 12.0426 0.7469 3.8365 0.0 -0.2 0.2
C -9.0356 -5.2537 -0.4908 -0.9 -0.9 0.2
C -9.1581 -6.6320 -1.1828 0.6 -0.8 0.5
C -9.5449 -7.7689 -0.1712 0.1 1.8 0.1
O -10.1356 -6.5865 -2.1977 -0.6 0.1 -0.1
H -8.9707 -4.4056 -1.1724 0.4 -0.2 -0.2
H -8.2718 -5.1979 0.2849 0.1 -0.1 -0.2
H -10.0038 -5.1511 -0.0009 -0.1 0.3 0.3
H -8.2323 -6.9184 -1.6818 0.4 0.0 0.2
H -8.7271 -7.8727 0.5419 0.2 -0.4 -0.2
H -9.8832 -8.7188 -0.5852 0.3 0.2 -0.3
H -10.3378 -7.3597 0.4549 -0.4 -0.1 -0.1
H -10.0092 -5.7472 -2.6464 -0.2 0.0 -0.2
C 4.1425 -4.7475 -9.1665 0.8 0.1 0.5
C 4.0816 -6.1968 -9.5551 0.4 -0.7 -1.7
C 4.5414 -6.5567 -10.9983 -0.5 0.3 0.1
O 4.9302 -6.9699 -8.6822 -0.6 0.6 0.3
H 5.1772 -4.4401 -9.3183 0.0 0.4 0.3
H 3.8664 -4.7126 -8.1126 0.3 0.2 0.1
H 3.4916 -4.0319 -9.6687 -0.1 -0.5 -0.4
H 3.0213 -6.4468 -9.5167 0.0 -0.7 0.4
H 3.7675 -6.2623 -11.7072 0.0 0.0 -0.1
H 4.6877 -7.6335 -11.0831 -0.3 -0.1 0.1
H 5.4785 -6.1338 -11.3603 0.1 0.4 0.5
H 4.4853 -7.7948 -8.4747 0.0 0.0 0.0
C -7.4780 -6.5823 6.3530 0.5 0.6 -0.6
C -6.6337 -7.8836 6.3253 -0.4 0.8 -0.8
C -5.2346 -7.8617 5.7136 -0.5 0.6 -0.6
O -6.4866 -8.2892 7.6464 0.0 -0.8 1.5
H -8.4632 -6.7409 6.7916 0.1 -0.3 0.1
H -7.6562 -6.0835 5.4004 0.0 -0.5 -0.4
H -7.0028 -5.7830 6.9217 0.3 -0.3 0.4
H -7.2461 -8.6451 5.8424 0.1 -0.1 -0.6
H -4.6945 -8.7790 5.9480 -0.1 0.1 0.2
H -4.6718 -6.9847 6.0331 0.1 -0.1 0.3
H -5.2803 -7.7856 4.6272 -0.1 0.0 -0.1
H -7.3056 -8.7564 7.8271 0.1 0.0 0.6
C 5.6308 12.1500 4.0121 0.4 -0.4 1.3
C 4.9933 11.4847 2.8342 1.0 -0.5 -0.3
C 4.4542 10.0661 3.1106 -0.5 -0.6 -0.2
O 3.9810 12.3180 2.3401 -1.4 -0.2 -0.4
H 4.9175 12.1388 4.8363 0.1 0.2 0.2
H 5.9874 13.1680 3.8553 -0.3 0.1 -0.4
H 6.5162 11.5986 4.3286 0.0 -0.2 0.1
H 5.7792 11.3929 2.0846 0.1 -0.2 -0.4
H 4.3071 9.4500 2.2235 -0.1 0.6 -0.6
H 3.4865 10.0243 3.6106 -0.1 0.6 0.1
H 5.0745 9.3664 3.6706 0.6 0.7 0.4
H 4.3325 13.1423 1.9957 0.3 -0.1 0.1
C 3.7473 -4.1390 7.7521 -0.6 -0.2 0.0
C 4.1029 -5.3372 8.6329 -0.6 -0.6 -0.4
C 3.8805 -6.7260 8.0343 -0.9 -0.2 -0.3
O 5.4305 -5.2816 9.0066 1.9 0.4 0.5
H 4.2053 -4.1644 6.7633 0.4 0.0 0.1
H 4.0038 -3.2312 8.2983 0.3 0.0 -0.2
H 2.6787 -4.0655 7.5502 -0.2 -0.2 0.1
H 3.5618 -5.2406 9.5742 -0.3 -0.1 0.0
H 4.3965 -6.9057 7.0911 0.0 0.6 -0.4
H 2.8134 -6.8766 7.8710 0.0 -0.2 -0.2
H 4.2504 -7.5668 8.6210 -0.1 0.4 0.7
H 5.9288 -5.7115 8.3077 0.3 0.1 0.0
C -3.9443 -11.0053 -0.9388 -0.1 -0.7 -0.1
C -2.6633 -10.5568 -1.5664 -0.4 0.8 -0.9
C -2.4974 -9.0589 -1.6224 0.7 0.6 -0.6
O -1.6190 -11.2043 -0.9222 1.1 -0.5 1.1
H -3.8992 -10.8727 0.1422 -0.1 0.1 0.0
H -4.0043 -12.0689 -1.1698 -0.4 -0.1 0.3
H -4.8231 -10.5076 -1.3488 0.1 0.1 0.0
H -2.5718 -10.8951 -2.5985 -0.8 0.0 -0.4
H -1.6573 -8.8533 -2.2858 0.3 0.1 0.0
H -2.2571 -8.5631 -0.6819 -0.4 -0.2 0.2
H -3.3305 -8.5794 -2.1363 -0.2 0.0 0.3
H -0.8213 -11.0316 -1.4276 0.2 0.0 0.1
C -3.3314 9.3415 1.8591 -0.8 0.5 -0.5
C -1.8616 9.6836 1.6747 0.8 -0.1 -1.4
C -1.2980 9.2777 0.3000 -1.0 -1.0 -0.4
O -1.6203 11.0962 1.7391 -0.7 0.0 1.0
H -3.7545 9.6577 2.8126 0.5 -0.2 0.3
H -3.5575 8.2885 1.6909 0.5 -0.2 0.3
H -4.0121 9.8198 1.1549 0.4 0.4 -0.5
H -1.3329 9.0979 2.4267 0.3 0.4 0.4
H -1.8830 9.7500 -0.4893 -0.1 0.2 0.0
H -1.4330 8.2067 0.1489 0.0 -0.2 0.0
H -0.2537 9.4796 0.0619 0.1 0.3 0.7
H -0.6746 11.2448 1.8109 0.1 -0.1 0.0
```
Forces are in eV/Å.

The value obtained for the energy is -95450.1845 eV. Its charge is -1. For the largest force on an atom, the calculation gives 2.8 eV/A. Its HOMO energy is -2.20 eV. The calculation puts the HOMO-LUMO gap at 3.762 eV.